DFT (wB97M-V/def2-TZVPD) results for a molecular structure, C18H27AuN5O2P.

```
54
Properties=species:S:1:pos:R:3:mulliken_charge:R:1
Au -0.5956 -0.3144 0.3026 0.62
P 0.7159 -1.9715 -0.5689 0.71
O -3.3108 -1.9203 1.1012 -0.61
O 1.0166 0.6480 2.2987 -0.50
N -2.4543 1.0621 3.4030 -0.65
N 1.3136 2.8758 1.9791 -0.08
N -3.0983 2.4284 -0.6133 -0.58
N 0.2913 2.0672 -0.7529 0.11
N -4.7105 -0.5075 0.0360 -0.33
C 0.3109 2.0776 -2.0809 0.00
C -0.0585 -3.3791 1.7409 -1.23
C 1.0017 -3.3162 0.6445 -0.76
C 3.0137 1.6339 3.1672 -1.43
C -0.1866 4.4032 -0.7937 -0.68
C 0.0190 3.1564 1.3902 0.03
C -2.5194 0.7500 2.2966 -0.05
C -0.1634 4.4036 -2.1788 -0.41
C 3.2106 -2.6877 -1.7244 -1.27
C 2.3873 -1.5361 -1.1541 -0.49
C -1.5861 -2.7262 -2.0032 -1.25
C 1.6920 1.6538 2.4354 0.60
C -3.5659 -0.8035 0.7010 -0.02
C 0.0934 3.2161 -2.8404 -0.81
C 0.0466 3.2146 -0.1180 0.54
C -2.8915 1.5192 0.0656 -0.22
C -2.6057 0.3691 0.8996 1.37
C -0.0619 -2.7951 -2.0096 -0.77
H -0.3529 5.3146 -2.7310 0.41
H 1.9493 3.6403 2.1266 0.24
H -0.4005 5.3069 -0.2392 0.37
H 3.3600 -3.4782 -0.9879 0.29
H 0.1131 3.1634 -3.9199 0.41
H 1.0611 -4.2615 0.0986 0.52
H -1.9951 -3.2707 -2.8551 0.44
H -0.0726 -2.4552 2.3195 0.24
H -0.3445 4.1053 1.7878 0.47
H 0.2767 -3.8342 -2.0274 0.49
H -1.9272 -1.6918 -2.0563 0.20
H -0.6690 2.3829 1.7264 -0.75
H 4.1966 -2.3410 -2.0357 0.42
H 1.9906 -3.1428 1.0792 0.41
H 0.4903 1.1216 -2.5630 0.29
H -5.3665 -1.2537 -0.1149 0.26
H -4.9334 0.4231 -0.2689 0.16
H 2.7308 -3.1328 -2.5971 0.29
H 3.7800 2.2013 2.6373 0.41
H -2.0063 -3.1480 -1.0892 0.25
H 3.3349 0.6031 3.2807 0.33
H 0.3452 -2.3208 -2.9080 0.41
H 2.8933 -1.0760 -0.3013 0.36
H 2.2653 -0.7407 -1.8942 0.26
H -1.0617 -3.5063 1.3337 0.25
H 2.8890 2.0769 4.1562 0.34
H 0.1496 -4.2068 2.4201 0.41
```

Properties
LUMO in eV: 0.551
ΔE to the lowest compared entry with this formula, charge and spin in kcal per mole: 2.2
Energy in eV: -43632.264
HOMO-LUMO gap in eV: 8.765